Record 1
C28H20F2I2N4O2Rh | ωB97M-V/def2-TZVPD

Output
E_LUMO (spin up / spin down): -4.405 / -4.411 eV
Kohn-Sham gap (spin up / spin down): 0.2018 / 0.2016 Ha

Structure (ORCA input):
```
! RIJCOSX wB97M-V def2-TZVPD def2/J DEFGRID3
* xyz 1 1
I -2.36 -2.98 3.20
I -6.67 -2.94 -1.01
Rh -0.01 0.04 -0.12
F 2.32 -0.70 4.58
F 5.03 1.12 1.27
O -0.61 2.33 0.21
O -1.10 -1.14 1.02
N 1.14 2.71 -1.14
N 1.46 1.33 -1.24
N -1.95 -0.10 -1.30
N 1.25 -1.36 -1.60
C 1.88 1.68 -3.73
C 2.78 1.14 -0.64
C 2.89 -3.07 -1.82
C 1.93 -0.60 -2.47
C 3.59 -2.29 -2.73
C 3.09 -1.05 -3.08
C 1.49 0.12 1.16
C -2.42 0.48 -2.40
C -4.50 -0.71 -2.30
C -2.76 -0.96 -0.64
C 3.97 1.58 -1.30
C 1.35 0.79 -2.61
C 1.70 -2.57 -1.30
C 1.36 -0.30 2.47
C -4.34 -2.72 0.87
C -4.05 -1.32 -1.11
C -2.26 -1.47 0.60
C 4.16 2.06 -2.58
C 0.19 3.12 -0.26
C 3.28 2.17 -3.64
C 2.45 -0.28 3.33
C -3.68 0.21 -2.93
C 2.74 0.65 0.68
C 3.82 0.63 1.61
C 3.70 0.18 2.90
C -4.80 -2.25 -0.34
C 0.18 4.57 0.08
C -3.10 -2.33 1.35
H -1.78 1.21 -2.89
H -4.94 -3.38 1.46
H 4.85 1.55 -0.70
H -0.67 4.78 0.72
H 4.52 -2.64 -3.16
H 1.87 3.36 -1.43
H 0.27 0.66 -2.80
H 1.10 -3.15 -0.61
H 5.16 2.41 -2.78
H -4.01 0.72 -3.82
H 0.41 -0.67 2.85
H 3.63 2.65 -4.54
H 1.21 2.55 -3.81
H 4.54 0.22 3.57
H 1.09 4.83 0.63
H -5.47 -0.94 -2.70
H 1.75 1.14 -4.67
H 3.61 -0.42 -3.79
H 0.13 5.19 -0.81
H 3.25 -4.04 -1.52
*
```



Record 2
C28H20N12OPdSSe | ωB97M-V/def2-TZVPD

Output
E_LUMO (spin up / spin down): -1.668 / -1.882 eV
energy above the lowest of the compared OMol25 structures with the same formula, charge and spin: 11.4 kcal/mol
Kohn-Sham gap (spin up / spin down): 0.1879 / 0.2266 Ha
⟨S²⟩: 2.0366

Structure (ORCA input):
```
! RIJCOSX wB97M-V def2-TZVPD def2/J DEFGRID3
* xyz 0 3
Pd -0.38 1.03 0.59
Se 0.40 1.13 5.24
S -2.55 1.53 1.26
O 1.40 -0.03 1.09
N 0.83 2.16 -1.42
N -4.64 -1.73 1.63
N 0.40 2.58 1.69
N 1.00 2.79 5.26
N 1.36 2.77 -3.49
N 0.11 1.09 3.50
N -1.29 -0.39 -0.42
N -4.16 -0.49 1.61
N -2.49 -0.79 -0.05
N 1.01 -1.23 1.35
N 1.21 -4.37 2.67
N 3.77 -0.79 3.34
C -4.94 -3.88 0.63
C -2.27 -4.51 1.00
C 0.51 -0.86 -1.96
C 1.75 -1.90 2.18
C -3.08 -0.11 0.93
C -1.34 -1.45 -3.95
C -0.86 -0.79 -1.68
C 3.21 1.94 -0.59
C 1.22 4.77 2.23
C 0.97 3.22 4.01
C 0.38 2.49 -2.60
C 0.02 -1.49 -4.23
C 3.89 2.74 -3.24
C -1.78 -1.12 -2.68
C 1.43 -3.26 2.45
C 1.35 4.50 3.56
C -2.76 -3.30 1.46
C -4.44 -5.09 0.17
C 0.48 2.27 3.03
C -4.09 -2.96 1.23
C 0.75 3.79 1.33
C 2.89 -1.33 2.83
C 2.22 2.21 -1.53
C 4.52 2.08 -0.99
C -3.10 -5.39 0.33
C 4.86 2.49 -2.28
C 2.57 2.60 -2.84
C 0.94 -1.21 -3.23
H -2.84 -1.09 -2.45
H -5.99 -3.64 0.50
H 0.66 4.00 0.27
H -1.23 -4.76 1.17
H -5.11 -5.79 -0.33
H 0.36 -1.75 -5.23
H 4.15 3.03 -4.25
H 5.32 1.86 -0.29
H 2.94 1.59 0.40
H -0.67 2.54 -2.85
H -2.06 -1.69 -4.72
H -5.60 -1.74 1.91
H 1.49 5.74 1.84
H -2.71 -6.33 -0.04
H 1.22 -0.64 -1.18
H 1.73 5.23 4.25
H 5.90 2.61 -2.55
H 1.24 3.03 -4.45
H -2.11 -2.64 2.02
H 2.00 -1.27 -3.42
*
```



Record 3
C28H20N4O4Ru | ωB97M-V/def2-TZVPD

Output
E_LUMO (spin up / spin down): 2.968 / 2.355 eV
energy above the lowest of the compared OMol25 structures with the same formula, charge and spin: 0.0 kcal/mol
Kohn-Sham gap (spin up / spin down): 0.2778 / 0.2513 Ha
⟨S²⟩: 0.7547

Structure (ORCA input):
```
! RIJCOSX wB97M-V def2-TZVPD def2/J DEFGRID3
* xyz -1 2
Ru -0.04 0.41 0.26
O -0.94 0.24 2.02
O -0.50 -1.50 -0.17
O 0.22 2.38 0.49
O 1.10 0.61 -1.43
N -2.55 -0.57 -0.72
N 1.77 -0.05 0.96
N 2.80 0.06 0.04
N -1.88 0.63 -0.53
C 2.00 -0.57 2.10
C -0.23 4.63 0.18
C -1.76 -1.57 -0.48
C 2.34 0.40 -1.13
C -1.90 3.04 -0.55
C 1.42 -1.42 4.29
C -2.27 5.44 -0.82
C -1.57 -4.04 -0.29
C -1.02 5.68 -0.24
C -2.11 -5.32 -0.31
C -2.68 4.13 -0.95
C -1.22 -0.70 4.12
C -2.37 -2.93 -0.52
C 5.16 1.09 -4.26
C -0.38 -0.39 3.02
C 0.59 -1.70 5.35
C -0.76 -1.33 5.25
C 3.86 1.56 -4.37
C 4.64 0.16 -2.11
C 5.55 0.39 -3.13
C -3.73 -3.11 -0.76
C 2.95 1.33 -3.35
C 3.33 0.63 -2.21
C -2.49 1.73 -0.75
C 0.99 -0.78 3.12
C -3.47 -5.49 -0.55
C -0.62 3.28 0.05
C -4.27 -4.38 -0.78
H -0.51 -3.89 -0.10
H 0.96 -2.20 6.23
H 3.02 -0.88 2.31
H -2.90 6.26 -1.15
H -5.33 -4.51 -0.97
H -3.65 3.92 -1.40
H 6.56 0.02 -3.04
H 1.93 1.68 -3.42
H -1.48 -6.18 -0.12
H -0.67 6.70 -0.11
H 3.55 2.11 -5.25
H -3.51 1.67 -1.12
H 4.93 -0.38 -1.21
H 2.47 -1.70 4.35
H -1.44 -1.55 6.06
H -3.90 -6.49 -0.56
H 5.87 1.28 -5.06
H 0.74 4.81 0.63
H -4.34 -2.24 -0.94
H -2.26 -0.40 4.03
*
```



Record 4
C28H20N5O6W | ωB97M-V/def2-TZVPD

Output
E_LUMO (spin up / spin down): -3.783 / -4.047 eV
energy above the lowest of the compared OMol25 structures with the same formula, charge and spin: 1.9 kcal/mol
Kohn-Sham gap (spin up / spin down): 0.2394 / 0.2301 Ha
⟨S²⟩: 2.0157

Structure (ORCA input):
```
! RIJCOSX wB97M-V def2-TZVPD def2/J DEFGRID3
* xyz 1 3
W 0.02 -0.18 -0.26
O 3.99 3.63 2.53
O 0.96 -1.27 1.12
O 0.90 0.95 -1.70
O 1.73 -1.19 3.25
O -9.66 -4.02 -8.11
O 1.70 2.99 -2.21
N -1.62 0.58 -1.58
N -1.03 -1.92 -1.03
N -5.23 -1.06 -4.47
N -4.73 -3.18 -4.05
N 1.43 1.10 0.67
C -2.94 2.27 -2.62
C -8.68 -3.54 -7.32
C 2.77 3.04 0.63
C -7.20 -1.84 -6.48
C -2.39 -0.36 -2.18
C -10.28 -3.12 -9.02
C -3.45 -0.03 -3.03
C 2.76 1.56 2.56
C -4.17 -1.12 -3.62
C -1.90 1.85 -1.79
C -1.44 0.33 1.22
C -8.22 -2.23 -7.33
C -3.72 1.33 -3.25
C -3.83 -2.43 -3.33
C -2.06 -1.73 -1.89
C -2.38 -4.10 -2.10
C -6.62 -2.76 -5.60
C 1.49 2.12 -1.43
C 1.52 -0.67 2.20
C -8.11 -4.46 -6.44
C -2.77 -2.80 -2.45
C -7.10 -4.07 -5.59
C -5.55 -2.31 -4.72
C 3.17 2.76 1.94
C 1.90 2.17 0.03
C -0.68 -3.16 -0.70
C 1.90 0.75 1.86
C -1.33 -4.27 -1.22
H -1.22 1.28 1.72
H -8.65 -1.50 -8.00
H -2.90 -4.96 -2.50
H 4.24 3.35 3.42
H -4.54 1.60 -3.90
H -8.48 -5.48 -6.43
H 3.14 1.25 3.52
H -1.02 -5.26 -0.92
H -3.12 3.32 -2.76
H -11.04 -3.70 -9.54
H -9.56 -2.72 -9.73
H -6.69 -4.80 -4.90
H 3.16 3.90 0.11
H -1.27 2.58 -1.30
H -4.75 -4.18 -4.13
H -6.84 -0.82 -6.48
H 0.14 -3.26 0.01
H -2.46 0.39 0.85
H -10.77 -2.30 -8.49
H -1.42 -0.45 1.99
*
```



Record 5
C28H21AgBBrF4N4O5 | ωB97M-V/def2-TZVPD

Output
E_LUMO: 3.697 eV
energy above the lowest of the compared OMol25 structures with the same formula, charge and spin: 1.0 kcal/mol
Kohn-Sham gap: 0.2233 Ha

Structure (ORCA input):
```
! RIJCOSX wB97M-V def2-TZVPD def2/J DEFGRID3
* xyz -2 1
Ag -0.09 -1.20 0.11
Br -6.18 3.78 -0.08
F -0.85 -5.42 -0.97
F -1.03 -3.42 0.16
F -2.70 -4.99 0.34
F -0.65 -5.38 1.32
O 0.17 -0.56 -2.22
O 0.31 0.19 1.96
O -0.54 -0.73 -4.61
O -0.38 2.20 0.24
O -2.28 0.26 0.17
N 2.00 -0.22 -0.38
N 2.43 -0.37 -1.68
N 0.32 4.74 0.07
N -1.33 6.24 0.11
C 2.70 -0.24 1.96
C -1.03 4.96 0.10
C 1.09 -0.63 -6.30
C -2.69 1.55 0.16
C -2.03 3.88 0.10
C 2.89 -0.43 0.52
C 1.46 0.17 4.00
C 3.84 -0.37 2.75
C 2.27 6.34 0.06
C 1.50 8.65 0.08
C 1.41 -0.47 -2.51
C 3.42 -0.38 -5.74
C 1.77 -0.49 -3.97
C 3.09 -0.37 -4.40
C -4.34 3.29 0.02
C 2.41 -0.51 -6.69
C -4.02 1.94 0.08
C -1.66 2.53 0.18
C 3.83 -0.24 4.12
C 2.61 0.04 4.74
C 0.93 5.96 0.07
C 0.17 8.26 0.09
C -3.27 -0.75 0.04
C 0.76 -0.62 -4.94
C -0.12 6.89 0.09
C 2.54 7.70 0.06
C 1.45 0.04 2.58
C -3.37 4.26 0.02
B -1.30 -4.83 0.21
H 4.78 -0.60 2.24
H 3.89 -0.73 0.20
H 0.70 3.80 0.10
H 0.29 -0.73 -7.02
H -0.12 1.37 0.79
H -3.83 -0.63 -0.89
H 2.57 0.15 5.82
H -2.74 -1.70 0.02
H -0.63 8.99 0.11
H -3.96 -0.74 0.89
H 1.75 9.70 0.08
H 3.56 8.04 0.05
H 3.84 -0.27 -3.63
H 3.07 5.61 0.04
H -0.53 -0.71 -3.59
H 0.51 0.37 4.47
H 4.74 -0.35 4.70
H 2.66 -0.52 -7.75
H -4.80 1.20 0.06
H 4.46 -0.29 -6.05
H -3.62 5.31 -0.04
*
```



Record 6
C28H21BCl2F6O2S | ωB97M-V/def2-TZVPD

Output
E_LUMO: -4.141 eV
Kohn-Sham gap: 0.0846 Ha

Structure (ORCA input):
```
! RIJCOSX wB97M-V def2-TZVPD def2/J DEFGRID3
* xyz 0 1
Cl 0.90 -6.70 4.72
Cl 4.05 3.91 3.22
S -4.69 1.00 -0.82
F 1.74 -2.98 0.02
F 0.93 -2.88 -2.03
F 2.76 -1.76 -1.50
F 1.87 2.94 -1.27
F 1.33 3.20 0.84
F -0.14 3.67 -0.72
O -3.29 0.51 1.77
O -2.80 -1.83 1.48
C 0.71 -0.74 4.94
C 0.26 -4.32 5.86
C 1.52 1.55 5.21
C 1.53 -2.13 -1.04
C 3.31 1.32 3.08
C -3.20 -1.62 2.82
C 2.26 2.65 4.82
C -3.81 -0.47 -0.46
C 1.69 -4.26 3.90
C 0.25 -2.94 5.89
C -0.93 1.14 0.19
C -1.37 -0.17 0.24
C 0.85 2.79 -0.37
C 1.68 -2.86 3.92
C 0.89 -2.15 4.87
C -0.59 -1.22 -0.19
C -6.46 1.02 -3.06
C 0.35 1.37 -0.32
C 2.56 0.21 3.47
C 1.58 0.30 4.50
C -5.54 0.27 -2.17
C 3.16 2.54 3.74
C -5.21 -1.07 -2.24
C 1.17 0.34 -0.72
C -3.74 -0.18 2.91
C -4.25 -1.50 -1.26
C 0.96 -4.99 4.84
C 0.69 -0.96 -0.65
B -2.83 -0.53 0.88
H -7.29 1.48 -2.50
H -0.22 -2.43 6.73
H -0.30 -4.91 6.59
H -1.00 -2.24 -0.17
H -3.97 -2.37 3.09
H 2.15 3.61 5.31
H -5.92 1.83 -3.59
H 0.07 -0.43 5.78
H -3.91 -2.53 -1.17
H 2.25 -4.77 3.12
H 0.89 1.62 6.10
H -5.63 -1.73 -2.99
H -4.85 -0.17 2.93
H -6.89 0.34 -3.81
H -1.58 1.96 0.50
H 3.99 1.25 2.24
H -2.32 -1.74 3.49
H 2.30 -2.33 3.21
H 2.77 -0.74 2.99
H 2.17 0.53 -1.09
H -3.35 0.36 3.78
*
```



Record 7
C28H21Br2N3O4S5Ta | ωB97M-V/def2-TZVPD

Output
E_LUMO: 1.985 eV
energy above the lowest of the compared OMol25 structures with the same formula, charge and spin: 33.3 kcal/mol
Kohn-Sham gap: 0.2385 Ha

Structure (ORCA input):
```
! RIJCOSX wB97M-V def2-TZVPD def2/J DEFGRID3
* xyz -1 1
Ta 0.15 -0.34 -0.40
Br -7.30 -2.26 -0.29
Br -2.30 -4.75 -0.57
S 0.60 -2.09 -2.63
S -0.36 -1.01 2.40
S 1.73 -1.08 -3.91
S 1.02 0.96 -3.75
S -0.59 0.87 -2.52
O -1.29 -0.33 1.47
O -1.28 -1.84 -0.62
O 0.89 -1.16 1.59
O -0.20 -0.44 3.70
N 2.16 0.31 -0.84
N -2.74 0.45 -0.63
N 3.17 -0.58 -1.06
C 3.46 -4.12 -0.79
C 2.76 1.62 -0.76
C 3.98 4.14 -0.50
C 0.46 4.03 2.22
C -4.84 1.58 -0.57
C -0.39 3.91 1.13
C 0.35 1.61 0.73
C -3.44 1.55 -0.65
C -2.58 -1.92 -0.54
C 2.74 4.01 -1.10
C 1.21 1.78 1.82
C 2.82 -1.81 -1.02
C -5.53 0.41 -0.48
C 2.11 -4.41 -0.34
C 3.80 -2.86 -1.12
C -1.00 -2.64 2.63
C 1.40 -2.12 -0.88
C -3.40 -0.73 -0.54
C 4.61 3.00 -0.02
C 1.27 2.95 2.55
C -0.44 2.72 0.41
C 4.01 1.76 -0.15
C -4.66 -3.21 -0.42
C 1.14 -3.48 -0.37
C -3.26 -3.13 -0.49
C -4.81 -0.81 -0.47
C -5.41 -2.09 -0.40
C 2.14 2.76 -1.23
H -2.89 2.48 -0.74
H 4.51 0.88 0.23
H 2.21 4.88 -1.47
H 1.17 2.69 -1.69
H -0.30 -3.20 3.25
H -1.96 -2.53 3.13
H 0.51 4.95 2.78
H 1.96 3.03 3.38
H -6.60 0.39 -0.41
H -5.36 2.53 -0.59
H 1.88 -5.40 0.03
H 4.44 5.11 -0.39
H 4.19 -4.92 -0.83
H 4.81 -2.59 -1.41
H 5.57 3.08 0.47
H 0.14 -3.73 -0.06
H -1.01 4.75 0.83
H -5.12 -4.19 -0.38
H -1.12 -3.11 1.66
H -1.04 2.70 -0.49
H 1.88 0.97 2.10
*
```



Record 8
C28H21BrKN9S | ωB97M-V/def2-TZVPD

Output
E_LUMO: -0.893 eV
energy above the lowest of the compared OMol25 structures with the same formula, charge and spin: 0.2 kcal/mol
Kohn-Sham gap: 0.2415 Ha

Structure (ORCA input):
```
! RIJCOSX wB97M-V def2-TZVPD def2/J DEFGRID3
* xyz 0 1
Br 2.58 -2.78 -1.63
K 0.52 -0.67 -1.05
S -1.69 -3.63 -4.52
N -1.22 -2.40 -2.34
N -0.16 0.14 1.45
N 1.06 1.23 -3.08
N -1.92 0.84 -0.51
N -4.64 0.31 -0.18
N 2.41 0.08 0.66
N 1.13 3.00 -4.44
N 4.49 -0.43 2.43
N -2.13 0.04 8.26
C 0.40 0.00 3.75
C 0.75 0.02 2.41
C 2.71 2.06 -6.18
C -0.86 0.23 7.90
C 2.18 -0.08 1.96
C 4.70 -0.29 1.13
C 1.90 0.96 -4.16
C -1.35 0.09 5.56
C -2.67 -0.11 5.93
C 3.39 -0.20 -5.59
C -3.01 -0.12 7.28
C -3.02 -2.98 -3.66
C 3.23 -0.33 2.84
C -4.15 0.77 -1.33
C -0.64 -3.05 -3.30
C 0.64 2.44 -3.29
C -1.87 0.24 3.10
C -2.58 -2.35 -2.55
C -0.43 0.25 6.59
C -2.40 0.40 0.66
C -0.93 0.11 4.13
C 2.63 -0.20 -4.44
C -2.79 1.01 -1.49
C -1.44 0.25 1.78
C 3.43 0.92 -6.45
C -3.76 0.11 0.80
C 1.95 2.06 -5.02
C 3.66 -0.04 0.24
H -0.15 0.36 8.71
H 3.83 0.04 -0.82
H -4.03 -3.08 -4.01
H 2.75 2.92 -6.84
H -4.16 -0.29 1.72
H 2.62 -1.05 -3.77
H 3.07 -0.47 3.90
H 1.17 -0.11 4.50
H -0.02 2.99 -2.64
H -4.04 -0.27 7.58
H 5.72 -0.39 0.77
H -3.46 -0.27 5.21
H 0.43 -3.24 -3.32
H 0.94 3.93 -4.77
H 0.62 0.42 6.40
H -4.85 0.94 -2.13
H -2.92 0.38 3.33
H -2.40 1.34 -2.45
H -3.21 -1.87 -1.82
H 4.04 0.87 -7.34
H 3.98 -1.07 -5.84
*
```



Number 1: E_tot -2353.91561 Eh, M 839.2 Da. Number 2: E_tot -4738.65694 Eh, M 758.0 Da. Number 3: E_tot -1694.02112 Eh, M 577.6 Da. Number 4: E_tot -1871.27160 Eh, M 706.3 Da. Number 5: E_tot -4820.52017 Eh, M 768.1 Da. Number 6: E_tot -3172.66458 Eh, M 617.2 Da. Number 7: E_tot -8740.99497 Eh, M 964.6 Da. Number 8: E_tot -5144.66358 Eh, M 634.6 Da.